Density functional theory data (wB97M-V/def2-TZVPD) for a 2-piece molecular cluster, C3H10OS2 overall in a non-equilibrium geometry.

XYZ file:
```
16
Properties=species:S:1:pos:R:3
C 0.00000 0.00000 0.00000
C -0.88207 -0.62171 -1.17524
C -1.84420 0.30334 -1.99686
S -1.05938 1.73963 -2.58927
S 0.44972 1.05875 -3.97127
H -0.61087 0.54478 0.73937
H 0.75645 0.69081 -0.40886
H 0.51938 -0.82663 0.51336
H -0.22103 -1.13601 -1.89910
H -1.54152 -1.38553 -0.72009
H -2.08880 -0.34276 -2.86183
H -2.78871 0.52249 -1.46272
H -0.25972 1.03328 -5.11955
O 3.06355 4.37613 -3.63329
H 2.64953 3.95923 -4.42261
H 2.41906 4.22372 -2.90552
```

For the molar mass, the calculation gives 126.25 g mol⁻¹. As for the SMILES: CCCSS.O. The net charge is 0. The lowest unoccupied orbital energy comes out at 0.1 eV. The calculation puts the relative energy (zero: lowest compared OMol25 entry of this formula, charge and spin) at 0.415 eV. The value obtained for the HOMO-LUMO gap is 0.344 Eh.

natural (NBO) atomic charge list, values in e, 5 entries: atom 1 (C): -0.62, atom 2 (C): -0.40, atom 3 (C): -0.60, atom 4 (S): 0.14, atom 5 (S): -0.17

=====

Density functional theory data (wB97M-V/def2-TZVPD) for one molecule with the formula BH3O3 in a non-equilibrium geometry.

XYZ file:
```
7
Properties=species:S:1:pos:R:3
O -1.21965 -0.77111 -0.16882
B 0.01040 0.00598 0.04986
O 1.08169 -0.41841 0.87852
O 0.08997 1.19090 -0.60235
H -1.40742 -1.57633 0.38065
H 1.99734 -0.05449 0.70200
H -0.55233 1.62347 -1.23987
```

For the molar mass, the calculation gives 61.83 g mol⁻¹. As for the SMILES: OB(O)O. The net charge is 0. The lowest unoccupied orbital energy comes out at 0.4 eV. The calculation puts the relative energy (zero: lowest compared OMol25 entry of this formula, charge and spin) at 0.471 eV. The value obtained for the HOMO-LUMO gap is 0.437 Eh.

natural (NBO) atomic charge list, values in e, 5 entries: atom 1 (O): -0.95, atom 2 (B): 1.29, atom 3 (O): -0.94, atom 4 (O): -0.95, atom 5 (H): 0.50

=====

Density functional theory data (wB97M-V/def2-TZVPD) for one molecule with the formula C2H2N2O3 in a non-equilibrium geometry.

XYZ file:
```
9
Properties=species:S:1:pos:R:3
O -0.28208 -0.02698 2.32124
N -0.21683 -1.02429 1.28442
C -0.25703 -0.33597 0.15595
O -0.05161 -0.81338 -1.04096
C 0.17202 0.24730 -1.83377
N 0.29585 1.36787 -1.27813
O 0.05350 0.97230 0.06701
H -0.09061 -0.59815 3.21986
H 0.37680 0.21128 -2.89563
```

For the molar mass, the calculation gives 102.05 g mol⁻¹. As for the SMILES: O/N=c1/ocno1. The net charge is 0. The lowest unoccupied orbital energy comes out at 0.7 eV. The calculation puts the relative energy (zero: lowest compared OMol25 entry of this formula, charge and spin) at 4.470 eV. The value obtained for the HOMO-LUMO gap is 0.353 Eh.

natural (NBO) atomic charge list, values in e, 5 entries: atom 1 (O): -0.57, atom 2 (N): -0.24, atom 3 (C): 0.68, atom 4 (O): -0.42, atom 5 (C): 0.30

=====

Density functional theory data (wB97M-V/def2-TZVPD) for a 8-piece molecular cluster, C36H71BF6N12O6S2 overall in a non-equilibrium geometry.

XYZ file:
```
134
Properties=species:S:1:pos:R:3
C -3.80514 6.68966 2.18353
C -2.39813 6.00102 2.36373
N -2.37322 4.70941 1.76828
C -1.63003 4.33429 0.64918
C -1.83660 2.99387 0.43632
N -2.54372 2.48220 1.56342
C -2.99721 3.60267 2.28920
C -2.76941 1.14729 1.74107
H -4.63726 5.98786 2.23975
H -3.93807 7.14435 1.20186
H -3.95145 7.55997 2.82326
H -2.20858 5.94482 3.43564
H -1.65250 6.70152 1.98764
H -1.05300 5.08975 0.13664
H -1.32443 2.34350 -0.25730
H -3.48995 3.49262 3.24392
H -2.10408 0.61082 1.06458
H -3.77274 0.96010 1.35848
H -2.57304 0.96073 2.79688
C -3.38166 -2.79047 3.03139
C -2.19777 -3.62426 2.47072
N -1.35185 -4.16635 3.55170
C -1.66569 -5.15680 4.44307
C -0.56814 -5.22596 5.29246
N 0.43984 -4.38048 4.85463
C -0.11344 -3.72855 3.82994
C 1.79113 -4.32017 5.32077
H -4.01963 -2.42779 2.22544
H -2.99877 -1.83143 3.38029
H -3.91520 -3.36820 3.78615
H -1.58521 -2.99085 1.82912
H -2.71355 -4.50759 2.09415
H -2.66650 -5.56248 4.42911
H -0.39944 -5.82066 6.17806
H 0.44010 -2.95449 3.31921
H 2.44358 -4.16786 4.46100
H 2.05934 -5.28415 5.75311
H 1.83451 -3.44681 5.97151
C 5.95845 -1.10365 -6.65006
C 6.20399 -1.44960 -5.17942
N 5.50767 -0.51597 -4.25576
C 5.97472 0.76115 -4.02364
C 5.09945 1.41705 -3.24318
N 4.04626 0.51638 -3.01573
C 4.30462 -0.63580 -3.57482
C 2.78782 0.75179 -2.24384
H 6.49117 -0.19272 -6.92302
H 4.91688 -0.87016 -6.87079
H 6.33865 -1.87414 -7.32081
H 7.20962 -1.52162 -4.76513
H 5.77620 -2.42770 -4.95943
H 6.91734 1.12476 -4.40529
H 5.13243 2.36292 -2.72294
H 3.65985 -1.49225 -3.44381
H 2.74181 1.77127 -1.86091
H 2.80333 -0.01347 -1.46780
H 1.94906 0.62145 -2.92765
C -0.54693 -6.07824 0.25437
C -0.92829 -5.33626 -0.95850
N -2.26023 -4.68189 -0.98120
C -3.36500 -5.21700 -0.47328
C -4.38568 -4.23783 -0.54660
N -3.84668 -3.10625 -1.01695
C -2.50217 -3.34673 -1.25130
C -4.53735 -1.83195 -1.36464
H 0.37496 -6.65839 0.21391
H -1.36176 -6.74482 0.53693
H -0.43901 -5.31790 1.02788
H -0.85335 -6.05531 -1.77426
H -0.15043 -4.58246 -1.08022
H -3.44972 -6.25293 -0.17990
H -5.41395 -4.48314 -0.32550
H -1.73611 -2.61740 -1.46951
H -5.45901 -2.14818 -1.85316
H -3.85014 -1.21688 -1.94561
H -4.70820 -1.30987 -0.42318
C 6.46861 1.47719 1.92073
C 5.54665 0.26738 1.66204
N 4.25049 0.37417 2.30770
C 3.62790 -0.54542 3.09241
C 2.35336 -0.16833 3.38636
N 2.09398 1.08593 2.76848
C 3.30707 1.39537 2.14301
C 0.87771 1.95116 2.78165
H 5.99776 2.38766 1.55001
H 7.39261 1.39294 1.34870
H 6.76398 1.58487 2.96441
H 6.15248 -0.63700 1.71827
H 5.34214 0.00092 0.62508
H 4.17526 -1.44762 3.32224
H 1.42455 -0.66156 3.63221
H 3.44330 2.26499 1.51722
H 0.74661 2.14229 3.84672
H 0.05229 1.42834 2.29850
H 1.06231 2.86759 2.22113
C -1.83975 1.21867 -2.46491
O -2.58731 2.51131 -2.24006
C -4.00977 2.28931 -2.23278
C -4.72750 3.51142 -1.68480
N -4.06544 4.66233 -2.37031
H -3.11057 4.33482 -2.40284
H -4.23782 4.61442 -3.36434
C -4.26325 6.09984 -1.84277
C -3.14065 6.89297 -2.39060
O -1.93315 6.15872 -2.48447
C -0.95581 6.84524 -3.03046
H -2.15725 0.95727 -3.47434
H -2.05989 0.34265 -1.85479
H -0.75416 1.31655 -2.46780
H -4.20933 1.42997 -1.59262
H -4.30855 2.04449 -3.25204
H -4.58733 3.66318 -0.61456
H -5.76253 3.62851 -2.00590
H -4.21012 6.02226 -0.75683
H -5.27710 6.32514 -2.17359
H -2.89151 7.59963 -1.59899
H -3.41175 7.46775 -3.27617
H -1.09992 6.97392 -4.10320
H -0.07061 6.22740 -2.87949
H -0.75225 7.82481 -2.59791
N 4.33460 -5.05629 0.05546
S 3.24543 -4.02614 0.54040
O 1.81537 -4.43686 0.67652
O 3.58484 -2.60558 0.60327
F 3.61035 -4.17447 2.18443
S 3.63742 -5.01584 -1.50274
O 3.78572 -3.78904 -2.26090
O 2.48496 -5.87042 -1.71343
F 4.73220 -5.97794 -2.20021
B -0.10877 -1.24250 0.34542
F 0.51488 -2.21516 -0.39267
F -1.49372 -1.31601 0.26534
F 0.14393 -1.45214 1.63095
F 0.28385 0.04713 0.03465
```

For the molar mass, the calculation gives 956.98 g mol⁻¹. The net charge is +5. Its expectation value of S² is 0.764. The lowest unoccupied orbital energy (alpha / beta) comes out at -12.5 / -16.6 eV. As for the spin multiplicity: 2. The value obtained for the HOMO-LUMO gap (alpha / beta) is 0.219 / 0.071 Eh.

Löwdin atomic charge list, values in e, 5 entries: atom 1 (C): -0.03, atom 2 (C): -0.15, atom 3 (N): -0.06, atom 4 (C): 0.02, atom 5 (C): 0.00

=====

Density functional theory data (wB97M-V/def2-TZVPD) for an isolated ion of composition C5H15N2 and charge +1 in a non-equilibrium geometry.

XYZ file:
```
22
Properties=species:S:1:pos:R:3
C 0.00082 1.70636 2.47529
C 0.06031 1.63318 0.94244
N -0.77053 0.49521 0.44316
C -0.11205 -0.83257 0.52746
C 0.94365 -0.93204 -0.55371
N 0.33888 -0.50614 -1.82089
C -0.43929 -1.53542 -2.51173
H 0.85884 1.17781 2.87838
H 0.12712 2.72750 2.84451
H -0.94706 1.35245 2.87960
H -0.24005 2.53236 0.41451
H 1.07144 1.46621 0.66728
H -1.58575 0.42135 1.05148
H -1.02980 0.61388 -0.54477
H 0.28416 -1.00425 1.52142
H -0.83179 -1.61417 0.31907
H 1.75802 -0.23814 -0.34992
H 1.39498 -1.92862 -0.59695
H 1.00385 -0.04690 -2.42111
H -0.75221 -2.32260 -1.83207
H 0.12598 -2.07495 -3.28602
H -1.25952 -1.09050 -3.04745
```

For the molar mass, the calculation gives 103.19 g mol⁻¹. As for the SMILES: CC[NH2+]CCNC. The net charge is +1. The lowest unoccupied orbital energy comes out at -2.8 eV. The calculation puts the relative energy (zero: lowest compared OMol25 entry of this formula, charge and spin) at 0.766 eV. The value obtained for the HOMO-LUMO gap is 0.383 Eh.

natural (NBO) atomic charge list, values in e, 5 entries: atom 1 (C): -0.64, atom 2 (C): -0.23, atom 3 (N): -0.50, atom 4 (C): -0.24, atom 5 (C): -0.24

=====

> What is the net charge in the first record?

0

=====

> Among the records above, which one has the highest net charge?

C36H71BF6N12O6S2